(1)
# C19H13ClN5O8ReS

C19H13ClN5O8ReS as an isolated structure in a non-equilibrium geometry (ωB97M-V/def2-TZVPD, OMol25).

As for the total energy: -2543.85240 a.u. As for the spin multiplicity: 2. For the LUMO energy (alpha / beta), the calculation gives -5.21 / -4.87 eV. The net charge is +1.

Each line ends with the natural charge from an NBO analysis.
Atoms and positions in Å:
Re: 0.409 0.058 -0.462  1.5853
O: 0.716 2.029 0.288  -0.7139
C: -0.553 2.707 0.452  -0.1060
C: -1.330 2.423 -0.801  0.2100
C: -2.316 3.262 -1.276  -0.2149
C: -3.019 2.893 -2.412  -0.1108
C: -2.697 1.708 -3.053  -0.2262
C: -1.678 0.929 -2.549  0.0784
N: -1.012 1.276 -1.434  -0.4794
H: 1.233 1.984 1.136  0.5579
H: -0.376 3.772 0.580  0.2265
H: -1.066 2.296 1.322  0.2427
H: -2.532 4.185 -0.755  0.2467
H: -3.805 3.529 -2.795  0.2471
H: -3.221 1.384 -3.941  0.2529
H: -1.381 0.000 -3.014  0.2309
O: 1.768 0.971 2.554  -0.5775
C: 1.438 -0.098 2.093  0.8253
O: 1.797 -0.434 0.824  -0.6698
C: 0.469 -1.040 2.710  -0.2539
C: 0.673 -1.792 3.844  -0.1066
C: -0.361 -2.611 4.266  -0.0072
C: -1.560 -2.693 3.593  -0.1254
C: -1.742 -1.923 2.456  -0.0622
C: -0.750 -1.052 2.008  0.4412
O: -0.919 -0.174 1.016  -0.7280
N: -3.018 -2.095 1.726  0.5393
O: -3.066 -1.719 0.571  -0.3769
O: -3.917 -2.652 2.313  -0.3478
N: -0.169 -3.439 5.474  0.5349
O: -1.082 -4.161 5.806  -0.3509
O: 0.894 -3.331 6.048  -0.3624
H: 1.600 -1.757 4.399  0.2704
H: -2.344 -3.352 3.935  0.2925
Cl: 2.834 2.912 -4.809  0.0692
C: 2.951 1.607 -3.694  -0.0642
C: 4.051 0.766 -3.688  -0.1414
C: 4.083 -0.262 -2.762  -0.2185
C: 3.031 -0.417 -1.882  0.0766
N: 1.963 0.400 -1.899  -0.4622
C: 1.928 1.399 -2.793  0.0356
H: 4.859 0.920 -4.390  0.2545
H: 4.921 -0.941 -2.715  0.2516
H: 3.021 -1.198 -1.136  0.2329
H: 1.065 2.049 -2.781  0.2194
S: -1.177 -4.057 -1.714  0.2292
C: -0.558 -2.674 -1.430  0.2012
N: -0.054 -1.588 -1.229  -0.6458

Force components x, y, z for each atom (eV/Å):
0.421 -1.223 -0.215
0.054 0.339 0.128
0.148 -0.015 0.009
-0.036 -0.062 -0.045
-0.017 -0.013 0.002
-0.041 0.036 -0.012
-0.015 -0.007 -0.044
0.021 0.018 0.111
0.003 0.344 0.040
-0.091 0.048 -0.046
0.008 0.015 0.001
-0.051 0.008 0.004
-0.005 -0.004 -0.008
0.002 -0.009 -0.002
-0.002 0.013 0.003
0.009 0.011 -0.022
0.050 -0.106 0.036
0.118 0.023 -0.253
-0.069 0.735 0.313
0.075 -0.092 0.047
0.041 0.078 -0.037
-0.034 -0.120 0.110
0.036 0.012 -0.069
-0.287 -0.162 0.038
-0.030 0.358 -0.411
-0.428 -0.247 0.556
0.188 -0.137 0.012
0.045 0.060 -0.027
-0.028 0.114 0.038
0.044 0.060 -0.003
-0.007 0.007 -0.022
-0.016 -0.007 -0.024
-0.006 -0.016 0.002
0.003 0.002 0.014
-0.001 -0.013 0.010
-0.004 0.079 -0.076
0.047 -0.023 -0.009
0.039 -0.047 0.017
-0.103 0.094 -0.057
0.157 -0.060 -0.075
-0.028 -0.041 0.116
-0.007 -0.004 0.007
0.000 0.004 -0.006
0.015 -0.016 0.005
0.002 0.002 -0.003
-0.098 -0.254 -0.049
0.118 0.475 0.060
-0.236 -0.254 -0.165

---

(2)
# C4H7N2O

An isolated ion of composition C4H7N2O and charge +1 in a non-equilibrium geometry (ωB97M-V/def2-TZVPD, OMol25).

As for the total energy: -341.02300 a.u. The SMILES is CN[n+]1ccoc1. For the LUMO energy, the calculation gives -4.27 eV. The net charge is +1.

Each line ends with the natural charge from an NBO analysis.
Atoms and positions in Å:
C: 0.629 0.924 -0.172  -0.1102
C: 1.999 0.989 -0.109  0.1555
C: 1.391 -1.075 -0.202  0.3303
C: -1.978 0.106 0.180  -0.4457
N: 0.312 -0.351 -0.174  -0.0966
N: -0.974 -0.769 -0.248  -0.3932
O: 2.491 -0.290 -0.122  -0.3177
H: -0.141 1.652 -0.168  0.2662
H: 2.674 1.815 0.053  0.2613
H: 1.294 -2.154 0.130  0.2479
H: -2.156 0.958 -0.474  0.2184
H: -2.862 -0.550 0.437  0.2682
H: -1.713 0.521 1.143  0.2044
H: -0.965 -1.777 -0.273  0.4111

Force components x, y, z for each atom (eV/Å):
2.353 2.915 0.313
-0.933 -0.157 0.174
0.749 -2.183 1.658
-1.945 -0.377 1.848
-0.614 -1.305 -0.690
1.839 -1.751 -1.267
-1.880 -0.133 -0.062
-0.015 0.739 -0.046
0.101 -0.207 -0.345
1.053 1.388 -1.022
-0.469 -0.415 -0.434
0.640 1.114 -0.858
0.103 0.282 0.533
-0.981 0.089 0.197

---

(3)
# CH16N2O5

A 6-piece molecular cluster, CH16N2O5 overall in a non-equilibrium geometry (ωB97M-V/def2-TZVPD, OMol25).

As for the total energy: -533.33025 a.u. The SMILES is NCN.O.O.O.O.O. For the LUMO energy, the calculation gives 0.30 eV. The net charge is 0.

Each line ends with the natural charge from an NBO analysis.
Atoms and positions in Å:
N: 2.625 0.435 -1.674  -0.8408
C: 1.279 0.502 -1.071  -0.0716
N: 0.491 -0.811 -1.190  -0.9032
H: 3.233 -0.082 -1.119  0.3604
H: 2.672 0.087 -2.614  0.3644
H: 1.132 0.868 -0.021  0.1537
H: 0.625 1.339 -1.463  0.1890
H: -0.403 -0.697 -0.751  0.3813
H: 0.527 -1.088 -2.254  0.3612
H: 1.268 -1.677 2.398  0.4549
H: 1.804 -1.482 0.987  0.4809
O: 1.978 -1.818 1.907  -0.9383
H: -2.242 2.062 -0.906  0.4712
H: -1.382 1.917 0.374  0.5120
O: -1.500 1.650 -0.619  -0.9935
H: -2.269 0.201 -1.347  0.4786
H: -1.983 -0.725 -2.449  0.4569
O: -2.457 -0.691 -1.649  -0.9523
H: -0.270 0.977 1.311  0.4821
H: -0.178 2.075 2.487  0.4911
O: -0.750 1.565 1.961  -0.9378
H: -0.848 -1.577 2.056  0.4565
H: -2.069 -1.791 2.822  0.4721
O: -1.284 -1.240 2.823  -0.9288

Force components x, y, z for each atom (eV/Å):
-2.157 1.637 0.790
-2.155 0.075 -1.000
2.957 0.615 -1.807
1.199 -1.098 1.092
-0.481 -0.021 -0.239
1.601 -0.868 -0.302
1.195 -0.866 -0.771
-0.727 -0.198 -0.752
-0.858 0.654 3.018
-4.982 1.061 3.402
-0.006 -0.602 1.280
4.908 -0.472 -4.765
-3.559 2.286 -1.308
-0.508 -0.439 -2.104
3.610 -1.094 3.426
0.113 0.185 0.513
0.843 -0.373 -1.696
-1.192 -0.247 1.137
-0.188 0.972 1.793
1.571 0.761 0.765
-1.164 -1.756 -2.366
0.680 -0.262 -0.949
-0.374 0.003 0.337
-0.323 0.047 0.506

---

(4)
# C7H13N2

An isolated ion of composition C7H13N2 and charge +1 in a non-equilibrium geometry (ωB97M-V/def2-TZVPD, OMol25).

As for the total energy: -383.60286 a.u. For the LUMO energy (alpha / beta), the calculation gives -7.27 / -6.90 eV. The net charge is +1.

Each line ends with the natural charge from an NBO analysis.
Atoms and positions in Å:
C: -1.754 1.601 -0.806  0.0373
C: -0.388 1.165 -0.962  0.0086
C: -2.527 0.702 -0.051  0.0002
C: 2.155 0.504 1.318  -0.5881
C: 2.214 -0.103 -1.191  -0.6332
C: -3.079 -1.487 0.827  -0.4859
C: 1.406 -0.155 0.071  -0.1013
N: 0.175 0.532 -0.037  -0.1446
N: -2.251 -0.499 0.327  -0.1580
H: -2.300 2.404 -1.201  0.2477
H: 0.059 1.611 -1.896  0.2416
H: -3.486 1.106 0.047  0.1923
H: 2.570 1.431 1.027  0.2179
H: 3.002 -0.055 1.626  0.2323
H: 1.529 0.572 2.204  0.2294
H: 3.309 0.068 -0.869  0.2394
H: 1.892 0.717 -1.787  0.2062
H: 2.296 -0.993 -1.736  0.2417
H: -2.854 -2.511 0.570  0.2428
H: -3.231 -1.584 1.872  0.2689
H: -4.147 -1.334 0.463  0.2343
H: 1.106 -1.221 0.377  0.2707

Force components x, y, z for each atom (eV/Å):
1.708 -2.916 1.517
-0.366 2.803 -1.685
-1.048 -0.637 0.402
-1.187 -1.144 -0.554
3.000 0.647 1.632
-3.213 -0.619 -0.486
0.387 -0.630 1.673
-0.838 -0.997 0.949
2.338 1.056 -1.575
0.003 1.119 -1.069
0.245 -0.775 0.773
-2.051 0.144 0.668
0.010 1.336 -0.312
0.749 -1.043 -0.048
-0.272 0.253 -0.235
-1.591 0.079 -0.656
0.108 0.533 -0.705
-0.513 -1.331 -0.931
0.854 -0.054 -0.667
0.327 0.733 1.449
0.986 0.087 0.259
0.366 1.356 -0.397